(1)
This record from the OMol25 dataset describes a 3-piece molecular cluster, C14H34BrN2O overall at a distorted geometry. The level of theory is ωB97M-V with the def2-TZVPD basis set.

The geometry in XYZ format:
```
52
Properties=species:S:1:pos:R:3
C -2.167 2.247 -0.075
C -1.317 2.988 -1.106
C -0.696 2.093 -2.173
C 0.782 2.377 -2.469
N 1.601 1.118 -2.699
C 3.033 1.519 -2.890
C 3.557 1.766 -1.474
C 2.820 0.707 -0.622
C 1.628 0.235 -1.461
C 1.133 0.419 -3.928
H -2.780 2.971 0.455
H -1.523 1.730 0.642
H -2.809 1.526 -0.588
H -0.529 3.554 -0.603
H -1.951 3.751 -1.559
H -1.216 2.259 -3.126
H -0.906 1.025 -2.054
H 1.264 2.875 -1.633
H 0.862 2.900 -3.418
H 3.563 0.713 -3.399
H 3.071 2.377 -3.561
H 4.625 1.564 -1.514
H 3.346 2.783 -1.165
H 3.474 -0.134 -0.422
H 2.395 1.176 0.258
H 1.724 -0.788 -1.828
H 0.643 0.323 -1.012
H 1.371 1.056 -4.778
H 0.049 0.342 -3.928
H 1.622 -0.546 -3.959
C -1.861 -1.065 3.411
N -1.510 -1.929 2.224
C -2.412 -1.443 1.137
C -0.110 -1.588 1.862
C -1.782 -3.402 2.458
C -0.694 -4.127 3.240
O -0.263 -3.434 4.397
H -1.127 -1.255 4.185
H -2.864 -1.300 3.757
H -1.772 -0.034 3.084
H -3.411 -1.845 1.276
H -2.066 -1.922 0.209
H -2.280 -0.381 0.976
H 0.157 -2.232 1.015
H 0.555 -1.910 2.657
H -0.045 -0.521 1.669
H -1.871 -3.835 1.463
H -2.726 -3.384 3.001
H 0.165 -4.339 2.612
H -1.140 -5.050 3.619
H -0.894 -3.579 5.108
Br 1.286 1.650 2.731
```

As for the electronic energy: -3312.30723 Ha. The net charge is +1. The calculation puts the energy above the lowest of the compared OMol25 structures with the same formula, charge and spin at 85.8 kJ/mol. The LUMO energy is -0.090 Eh. As for the HOMO energy: -9.44 eV. The gap between HOMO and LUMO comes out at 6.99 eV.

(2)
This record from the OMol25 dataset describes a 8-piece molecular cluster, C20H28Br8F4O12 overall at a distorted geometry. The level of theory is ωB97M-V with the def2-TZVPD basis set.

The geometry in XYZ format:
```
72
Properties=species:S:1:pos:R:3
O -2.206 0.322 3.824
C -1.870 1.493 3.848
O -0.962 1.982 3.034
C -0.873 3.384 3.173
C -1.752 3.670 4.416
F -2.679 4.653 4.137
O -2.477 2.386 4.600
H 0.144 3.686 3.242
H -1.303 3.805 2.297
H -1.240 3.992 5.313
O 0.271 -3.253 -4.707
C -0.450 -3.785 -3.905
O -1.761 -3.754 -3.776
C -2.161 -4.763 -2.759
C -0.871 -5.415 -2.267
F -0.844 -6.749 -2.733
O 0.131 -4.682 -3.010
H -2.674 -4.171 -2.011
H -2.746 -5.533 -3.233
H -0.742 -5.348 -1.189
O 2.917 0.589 -2.588
C 3.073 -0.623 -2.491
O 4.086 -1.260 -3.090
C 4.056 -2.643 -2.747
C 3.005 -2.675 -1.577
F 3.746 -2.649 -0.313
O 2.400 -1.491 -1.755
H 3.920 -3.154 -3.674
H 5.017 -3.023 -2.310
H 2.340 -3.531 -1.605
O 0.512 -3.599 0.444
C -0.449 -3.528 1.106
O -0.809 -2.671 2.098
C -2.122 -3.063 2.651
C -2.515 -4.285 1.804
F -3.604 -4.037 0.976
O -1.341 -4.587 1.005
H -2.081 -3.342 3.653
H -2.809 -2.255 2.535
H -2.728 -5.172 2.417
Br 3.006 -2.545 3.164
C 3.068 -0.876 4.311
C 1.678 -0.328 4.433
Br 1.781 1.222 5.597
H 3.708 -0.134 3.899
H 3.440 -1.311 5.223
H 0.987 -1.015 4.932
H 1.392 0.072 3.456
Br 3.464 4.972 -2.241
C 1.537 4.784 -1.832
C 1.260 5.513 -0.565
Br -0.663 5.673 -0.242
H 1.334 3.734 -1.602
H 0.901 5.217 -2.607
H 1.693 6.512 -0.602
H 1.647 4.943 0.229
Br -1.811 2.261 -3.067
C -2.529 3.839 -4.050
C -3.083 4.836 -3.096
Br -3.600 6.416 -4.234
H -3.349 3.526 -4.707
H -1.672 4.192 -4.651
H -2.450 5.214 -2.288
H -3.999 4.466 -2.698
Br -1.202 -0.960 -1.293
C 0.245 -0.234 -0.095
C 0.408 1.213 -0.289
Br 1.974 1.808 0.787
H 1.147 -0.761 -0.366
H -0.139 -0.381 0.924
H -0.410 1.810 0.028
H 0.688 1.402 -1.292
```

As for the electronic energy: -22673.39599 Ha. The net charge is 0. Its SMILES is O=C1OC[C@@H](F)O1.O=C1OC[C@@H](F)O1.O=C1OC[C@@H](F)O1.O=C1OC[C@@H](F)O1.BrCCBr.BrCCBr.BrCCBr.BrCCBr. The calculation puts the energy above the lowest of the compared OMol25 structures with the same formula, charge and spin at 0.0 kJ/mol. The LUMO energy is 0.006 Eh. As for the HOMO energy: -10.25 eV. The gap between HOMO and LUMO comes out at 10.41 eV.

(3)
This record from the OMol25 dataset describes a 2-piece molecular cluster, C2H5NO2 overall at a distorted geometry. The level of theory is ωB97M-V with the def2-TZVPD basis set.

The geometry in XYZ format:
```
10
Properties=species:S:1:pos:R:3
C 0.006 0.539 0.377
C 1.112 -0.429 -1.353
N -1.099 -0.138 0.543
O 0.410 1.507 0.933
O -1.886 0.198 1.743
H 0.484 -0.041 -2.027
H 1.913 0.191 -1.254
H 1.413 -1.423 -1.032
H -1.302 -0.857 -0.142
H -1.051 0.454 2.213
```

As for the electronic energy: -284.27302 Ha. The net charge is 0. The calculation puts the energy above the lowest of the compared OMol25 structures with the same formula, charge and spin at 510.3 kJ/mol. The LUMO energy is 0.023 Eh. As for the HOMO energy: -8.91 eV. The gap between HOMO and LUMO comes out at 9.54 eV.

(4)
This record from the OMol25 dataset describes C53H55BF4HgN4P as an isolated structure at a distorted geometry. The level of theory is ωB97M-V with the def2-TZVPD basis set.

The geometry in XYZ format:
```
119
Properties=species:S:1:pos:R:3
Hg -0.112 -0.304 -0.400
C 4.221 1.278 2.365
C 3.069 0.549 1.721
C 3.527 -0.511 0.769
C 2.164 -0.131 2.766
C 2.758 -1.041 3.648
C 1.988 -1.723 4.585
C 0.588 -1.566 4.634
C -0.029 -0.836 3.632
C -1.512 -0.732 3.462
C -2.255 0.489 4.135
C -2.260 -2.026 3.842
C 0.776 0.083 2.796
N 0.157 0.976 1.958
C 0.314 2.274 2.056
C -0.362 3.237 1.176
N -1.086 2.859 0.156
C -1.461 3.452 -1.006
C -2.828 3.414 -1.390
C -3.200 3.970 -2.633
C -2.294 4.629 -3.418
C -0.949 4.585 -3.063
C -0.504 3.883 -1.960
C 0.967 3.741 -1.843
C 1.571 5.172 -1.670
C 1.576 2.994 -3.041
C -3.908 2.792 -0.499
C -3.808 1.243 -0.478
C -5.326 3.251 -0.972
C -0.096 4.541 1.675
C -0.672 5.795 1.402
C -0.453 6.853 2.346
C 0.279 6.670 3.537
C 0.899 5.450 3.812
C 1.710 5.092 4.925
C 1.918 3.769 5.266
C 1.613 2.712 4.351
C 0.987 3.030 3.139
C 0.610 4.394 2.889
H 4.676 2.040 1.704
H 5.065 0.542 2.551
H 3.975 1.780 3.329
H 2.537 1.285 1.143
H 4.074 -1.402 1.156
H 4.181 -0.127 -0.052
H 2.644 -0.986 0.282
H 3.864 -1.224 3.597
H 2.572 -2.372 5.256
H 0.026 -1.821 5.567
H -1.739 -0.584 2.388
H -2.048 0.486 5.189
H -3.354 0.397 4.006
H -1.826 1.408 3.762
H -2.238 -2.217 4.922
H -1.856 -2.930 3.344
H -3.301 -1.976 3.459
H -4.231 3.947 -2.954
H -2.589 5.109 -4.382
H -0.174 5.047 -3.687
H 1.241 3.145 -0.958
H 1.407 5.743 -2.597
H 2.665 5.056 -1.451
H 1.071 5.665 -0.860
H 1.254 3.499 -3.905
H 1.175 1.962 -3.090
H 2.680 2.970 -2.926
H -3.640 3.071 0.563
H -4.068 0.828 -1.476
H -4.373 0.671 0.267
H -2.785 0.992 -0.264
H -5.596 2.775 -1.963
H -5.343 4.386 -1.010
H -6.015 2.901 -0.210
H -1.237 6.009 0.516
H -0.928 7.853 2.286
H 0.302 7.535 4.241
H 2.034 5.952 5.525
H 2.486 3.563 6.151
H 1.783 1.706 4.670
N 0.695 -4.806 -3.229
P 0.101 -4.474 -1.554
C -1.061 -5.882 -1.246
C -2.396 -5.553 -1.152
C -3.368 -6.543 -1.087
C -2.980 -7.899 -1.213
C -1.665 -8.249 -1.317
C -0.688 -7.235 -1.249
C 1.517 -5.180 -0.668
C 1.273 -5.882 0.515
C 2.263 -6.636 1.178
C 3.545 -6.451 0.758
C 3.840 -5.724 -0.445
C 2.888 -5.057 -1.136
C 0.522 -3.909 -4.251
C 1.151 -4.137 -5.565
C 1.418 -2.995 -6.333
C 0.732 -1.845 -6.016
C -0.111 -1.801 -4.887
N -0.144 -2.780 -3.975
H 1.056 -5.737 -3.381
H -2.716 -4.463 -1.139
H -4.423 -6.329 -1.046
H -3.731 -8.704 -1.204
H -1.430 -9.278 -1.238
H 0.324 -7.495 -1.291
H 0.321 -5.903 1.010
H 1.945 -7.162 2.095
H 4.398 -6.900 1.291
H 4.867 -5.669 -0.746
H 3.167 -4.369 -1.930
H 1.513 -5.111 -5.866
H 1.927 -3.060 -7.308
H 0.726 -0.911 -6.638
H -0.742 -0.957 -4.721
F -1.600 0.459 -5.619
B -1.520 1.626 -4.741
F -2.809 2.063 -4.467
F -0.819 2.693 -5.416
F -0.928 1.248 -3.530
```

As for the electronic energy: -3190.96100 Ha. The net charge is -2. As for the spin multiplicity: 2. The calculation puts the energy above the lowest of the compared OMol25 structures with the same formula, charge and spin at 8.8 kJ/mol. The LUMO energy (alpha / beta) is 0.135 / 0.135 Eh. As for the HOMO energy (alpha / beta): -0.52 / -1.85 eV. The gap between HOMO and LUMO (alpha / beta) comes out at 4.18 / 5.51 eV.